{
  "formula": "C37H41As2N5O4PtS",
  "method": "the ωB97M-V functional and the def2-TZVPD basis",
  "gap_ev": [6.8811, 6.8781],
  "charge": 2,
  "e_tot_ha": -6997.72203,
  "de_lowest_kj_mol": 170.1,
  "symbols": ["Pt", "C", "C", "As", "C", "C", "C", "C", "C", "C", "C", "C", "C", "C", "C", "C", "As", "C", "C", "C", "C", "C", "C", "C", "C", "C", "C", "C", "C", "H", "H", "H", "H", "H", "H", "H", "H", "H", "H", "H", "H", "H", "H", "H", "H", "H", "H", "H", "H", "H", "H", "H", "H", "C", "C", "S", "O", "O", "C", "C", "N", "C", "N", "C", "C", "N", "O", "O", "C", "H", "H", "H", "H", "H", "H", "H", "H", "H", "H", "H", "H", "H", "N", "C", "C", "C", "N", "H", "H", "H", "H"],
  "coordinates": [[0.057, 0.471, 0.241], [0.054, 2.336, 3.202], [0.619, 3.335, 2.239], [0.105, 2.866, 0.443], [1.257, 3.884, -0.659], [0.744, 4.805, -1.565], [1.632, 5.571, -2.310], [3.003, 5.401, -2.159], [3.502, 4.465, -1.257], [2.629, 3.694, -0.508], [-1.665, 3.533, 0.183], [-2.274, 3.317, -1.053], [-3.547, 3.820, -1.290], [-4.218, 4.513, -0.286], [-3.620, 4.704, 0.952], [-2.334, 4.223, 1.189], [0.639, 0.587, 2.597], [2.548, 0.668, 2.822], [3.105, 0.559, 4.096], [4.481, 0.678, 4.259], [5.298, 0.904, 3.156], [4.743, 1.011, 1.886], [3.367, 0.886, 1.718], [0.030, -0.648, 3.896], [-1.081, -0.348, 4.679], [-1.505, -1.264, 5.632], [-0.831, -2.471, 5.782], [0.269, -2.772, 4.983], [0.702, -1.862, 4.028], [-1.032, 2.368, 3.229], [0.424, 2.479, 4.209], [1.703, 3.322, 2.267], [0.302, 4.351, 2.427], [-0.318, 4.949, -1.680], [1.248, 6.304, -3.011], [3.688, 6.001, -2.746], [4.572, 4.337, -1.140], [3.020, 2.966, 0.195], [-1.764, 2.765, -1.833], [-4.014, 3.674, -2.260], [-5.211, 4.911, -0.475], [-4.143, 5.242, 1.734], [-1.866, 4.412, 2.149], [2.477, 0.382, 4.958], [4.916, 0.593, 5.250], [6.374, 0.985, 3.287], [5.383, 1.177, 1.026], [2.937, 0.929, 0.735], [-1.603, 0.592, 4.572], [-2.359, -1.034, 6.259], [-1.164, -3.182, 6.530], [0.792, -3.716, 5.107], [1.563, -2.086, 3.414], [-3.059, -5.686, -5.006], [-1.750, -4.893, -5.112], [-1.187, -4.276, -3.546], [-0.972, -2.845, -3.650], [-2.037, -4.788, -2.491], [0.389, -5.034, -3.350], [0.950, -4.709, -1.969], [1.065, -3.244, -1.745], [0.256, -2.548, -0.936], [0.586, -1.256, -0.966], [1.705, -1.130, -1.766], [1.998, -2.339, -2.246], [3.122, -2.645, -3.118], [3.260, -3.794, -3.515], [3.879, -1.730, -3.357], [-0.872, -3.114, -0.143], [-3.275, -6.135, -5.976], [-3.893, -5.040, -4.731], [-2.995, -6.480, -4.262], [-1.841, -3.992, -5.721], [-0.929, -5.502, -5.504], [1.037, -4.678, -4.149], [0.246, -6.115, -3.436], [1.921, -5.158, -1.864], [0.297, -5.104, -1.202], [2.198, -0.197, -1.981], [-0.513, -3.848, 0.582], [-1.598, -3.610, -0.788], [-1.358, -2.303, 0.393], [-3.180, 0.643, 0.079], [-4.241, 0.621, -0.747], [-3.809, 0.125, -1.953], [-2.450, -0.150, -1.753], [-2.068, 0.146, -0.500], [-3.169, 0.879, 1.048], [-5.217, 0.963, -0.421], [-4.398, -0.046, -2.848], [-1.733, -0.579, -2.449]],
  "mulliken_charge": [3.201, -1.070, -1.305, 0.449, 0.754, -0.475, -0.810, -0.577, -0.812, -0.324, 0.239, -0.357, -0.858, -0.669, -0.832, -0.421, 0.227, 0.359, -0.622, -0.775, -0.526, -0.734, -0.340, 0.415, -0.408, -0.825, -0.511, -0.782, -0.584, 0.567, 0.708, 0.597, 0.775, 0.437, 0.423, 0.405, 0.452, 0.166, 0.635, 0.454, 0.443, 0.446, 0.320, 0.441, 0.429, 0.410, 0.439, 0.529, 0.321, 0.438, 0.421, 0.423, 0.531, -1.056, -0.656, 1.393, -0.681, -0.783, -0.722, -1.353, 0.486, 0.960, -0.449, -0.600, -0.495, 1.073, -0.610, -0.599, -1.485, 0.387, 0.329, 0.312, 0.377, 0.416, 0.547, 0.572, 0.418, 0.460, 0.756, 0.540, 0.123, 0.175, -0.060, -0.322, -1.054, -0.315, 0.008, 0.158, 0.504, 0.466, 0.545]
}

{
  "formula": "C13H21P",
  "method": "the ωB97M-V functional and the def2-TZVPD basis",
  "gap_ev": 9.1903,
  "smiles": "CCP(CC)CCCc1ccccc1",
  "charge": 0,
  "e_tot_ha": -849.21086,
  "de_lowest_kj_mol": 163.2,
  "symbols": ["C", "C", "C", "C", "C", "C", "C", "C", "C", "C", "C", "C", "C", "P", "H", "H", "H", "H", "H", "H", "H", "H", "H", "H", "H", "H", "H", "H", "H", "H", "H", "H", "H", "H", "H"],
  "coordinates": [[1.123, -4.027, -1.337], [0.904, -3.306, -2.552], [1.462, -3.297, -0.242], [0.980, -1.940, -2.563], [1.671, -1.906, -0.338], [1.423, -1.196, -1.495], [1.788, 0.213, -1.633], [-0.495, 1.581, 3.397], [1.463, 1.027, -0.273], [-3.000, 0.836, -0.586], [-0.425, 2.762, 2.338], [-0.006, 0.803, 0.039], [-2.615, 1.652, 0.623], [-0.881, 2.393, 0.447], [1.214, -5.073, -1.080], [0.691, -3.832, -3.453], [1.712, -3.808, 0.701], [0.741, -1.576, -3.551], [2.139, -1.378, 0.514], [1.258, 0.740, -2.538], [0.543, 1.215, 3.685], [-1.272, 1.868, 4.150], [-0.753, 0.609, 2.971], [2.077, 0.875, 0.526], [2.830, 0.291, -1.822], [1.572, 2.088, -0.568], [-2.397, 1.077, -1.485], [-2.602, -0.204, -0.470], [-4.023, 0.698, -0.611], [0.586, 3.185, 2.311], [-1.175, 3.507, 2.694], [-0.191, -0.116, 0.799], [-0.445, 0.620, -0.990], [-2.594, 1.186, 1.683], [-3.306, 2.431, 0.704]],
  "nbo_charge": [-0.233, -0.196, -0.205, -0.207, -0.202, -0.050, -0.404, -0.650, -0.408, -0.627, -0.675, -0.740, -0.689, 0.765, 0.221, 0.210, 0.208, 0.210, 0.205, 0.211, 0.220, 0.222, 0.206, 0.201, 0.221, 0.209, 0.215, 0.209, 0.219, 0.221, 0.221, 0.232, 0.230, 0.215, 0.214]
}

{
  "formula": "C48H33F9N5PS2Sc",
  "method": "the ωB97M-V functional and the def2-TZVPD basis",
  "gap_ev": 7.6778,
  "charge": 1,
  "e_tot_ha": -4919.91460,
  "de_lowest_kj_mol": 73.8,
  "symbols": ["Sc", "S", "C", "N", "C", "C", "C", "C", "C", "C", "S", "H", "H", "H", "H", "N", "C", "C", "N", "C", "C", "N", "C", "C", "N", "H", "H", "H", "H", "H", "H", "C", "C", "C", "C", "C", "C", "C", "C", "C", "C", "C", "C", "C", "C", "H", "H", "H", "H", "H", "H", "H", "H", "H", "H", "H", "F", "C", "F", "F", "C", "C", "C", "C", "C", "C", "P", "C", "C", "C", "C", "C", "C", "C", "F", "F", "F", "C", "C", "C", "C", "C", "C", "C", "F", "F", "F", "H", "H", "H", "H", "H", "H", "H", "H", "H", "H", "H", "H"],
  "coordinates": [[0.063, 1.520, 0.446], [1.191, 1.748, 2.826], [2.516, 1.760, 1.697], [2.270, 1.481, 0.410], [3.354, 1.806, -0.409], [3.481, 1.842, -1.786], [4.618, 2.311, -2.331], [5.722, 2.689, -1.636], [5.690, 2.615, -0.228], [4.465, 2.260, 0.308], [4.173, 2.228, 2.039], [2.765, 1.506, -2.480], [4.773, 2.516, -3.429], [6.605, 3.088, -2.122], [6.631, 2.805, 0.338], [1.014, 3.570, -3.326], [0.746, 2.411, -4.006], [0.271, 1.426, -3.139], [0.286, 2.098, -1.894], [0.723, 3.316, -2.054], [0.949, 4.198, -0.888], [0.667, 3.798, 0.324], [0.811, 4.830, 1.180], [1.295, 5.905, 0.448], [1.343, 5.494, -0.896], [1.126, 4.484, -3.779], [0.916, 2.343, -5.082], [-0.025, 0.453, -3.341], [0.620, 4.675, 2.239], [1.602, 6.911, 0.657], [1.723, 5.941, -1.715], [-6.577, 1.602, -0.536], [-5.703, 1.405, -1.639], [-4.306, 1.461, -1.393], [-3.855, 1.653, -0.095], [-4.771, 1.867, 0.925], [-6.105, 1.847, 0.699], [-2.406, 1.606, 0.285], [-1.777, 1.302, 1.455], [-2.432, 0.697, 2.614], [-3.247, -0.425, 2.410], [-3.862, -1.020, 3.507], [-3.521, -0.656, 4.809], [-2.631, 0.334, 5.003], [-2.066, 1.074, 3.925], [-7.645, 1.383, -0.674], [-6.030, 1.286, -2.646], [-3.590, 1.156, -2.121], [-4.419, 2.073, 1.944], [-6.846, 2.072, 1.484], [-1.707, 1.863, -0.557], [-3.610, -0.634, 1.430], [-4.532, -1.844, 3.356], [-4.099, -1.002, 5.648], [-2.395, 0.616, 6.036], [-1.315, 1.830, 4.112], [-2.427, -4.937, -4.956], [-3.015, -3.916, -4.330], [-3.439, -3.073, -5.275], [-4.186, -4.412, -3.724], [-2.121, -3.236, -3.290], [-0.886, -3.806, -2.893], [-0.196, -3.235, -1.845], [-0.721, -2.119, -1.209], [-2.016, -1.689, -1.538], [-2.725, -2.225, -2.611], [0.352, -1.250, 0.056], [2.084, -1.530, -0.401], [3.014, -1.634, 0.598], [4.402, -1.608, 0.309], [4.773, -1.366, -1.042], [3.810, -1.301, -2.057], [2.496, -1.436, -1.740], [6.227, -1.240, -1.535], [6.586, -2.490, -1.970], [6.345, -0.405, -2.538], [7.147, -0.891, -0.650], [0.114, -2.364, 1.528], [-0.349, -1.769, 2.630], [-0.671, -2.520, 3.809], [-0.493, -3.885, 3.664], [0.023, -4.515, 2.522], [0.376, -3.721, 1.462], [-1.028, -4.719, 4.794], [-0.120, -5.643, 5.154], [-1.236, -3.977, 5.855], [-2.121, -5.362, 4.472], [-0.479, -4.613, -3.392], [0.840, -3.626, -1.615], [-2.558, -0.927, -0.998], [-3.676, -1.706, -2.872], [2.662, -1.834, 1.561], [5.057, -1.733, 1.123], [3.986, -0.958, -3.117], [1.776, -1.355, -2.558], [-0.570, -0.754, 2.598], [-1.174, -2.071, 4.597], [0.288, -5.550, 2.465], [0.913, -4.172, 0.606]],
  "mulliken_charge": [-1.461, -0.487, 0.348, 0.862, -0.530, -0.289, -1.346, -0.799, -0.479, 1.240, -0.296, 0.661, 0.269, 0.461, 0.409, 0.011, -0.867, -0.910, 0.894, -0.424, 0.221, 0.815, -0.501, -0.856, -0.126, 0.288, 0.409, 0.592, 0.466, 0.438, 0.200, -0.450, -1.056, 0.014, 0.811, -0.260, -0.895, -0.777, 0.689, 0.292, 0.145, -0.807, -0.868, -0.793, -0.134, 0.357, 0.483, 0.589, 0.452, 0.390, 0.792, 0.385, 0.486, 0.436, 0.393, 0.535, -0.269, 0.797, -0.257, -0.273, 0.316, -1.215, 0.186, 0.008, -0.319, -1.120, 2.473, -0.092, -0.863, -1.302, 0.696, -1.125, -0.342, 0.817, -0.285, -0.218, -0.284, -0.295, 0.497, -1.755, 0.257, -1.225, -0.093, 0.830, -0.291, -0.272, -0.266, 0.641, 0.191, 0.344, 0.480, 0.874, 0.546, 0.291, 0.375, 0.420, 0.952, 0.485, 0.262]
}

{
  "formula": "C39H60O39",
  "method": "the ωB97M-V functional and the def2-TZVPD basis",
  "gap_ev": 10.1382,
  "charge": 0,
  "e_tot_ha": -4456.50351,
  "symbols": ["C", "O", "H", "H", "H", "H", "C", "O", "H", "H", "H", "H", "C", "O", "H", "H", "H", "H", "C", "C", "O", "C", "O", "O", "H", "H", "H", "H", "C", "C", "O", "C", "O", "O", "H", "H", "H", "H", "C", "C", "O", "C", "O", "O", "H", "H", "H", "H", "C", "C", "O", "C", "O", "O", "H", "H", "H", "H", "C", "C", "O", "C", "O", "O", "H", "H", "H", "H", "C", "C", "O", "C", "O", "O", "H", "H", "H", "H", "C", "C", "O", "C", "O", "O", "H", "H", "H", "H", "C", "C", "O", "C", "O", "O", "H", "H", "H", "H", "C", "C", "O", "C", "O", "O", "H", "H", "H", "H", "C", "C", "O", "C", "O", "O", "H", "H", "H", "H", "C", "C", "O", "C", "O", "O", "H", "H", "H", "H", "C", "C", "O", "C", "O", "O", "H", "H", "H", "H"],
  "coordinates": [[5.648, 16.024, 14.541], [6.382, 15.823, 13.258], [6.011, 15.533, 15.411], [5.512, 17.115, 14.714], [4.625, 15.613, 14.349], [7.290, 16.153, 13.360], [9.223, 11.437, 11.608], [10.159, 12.154, 10.838], [9.449, 10.390, 11.706], [9.171, 11.910, 12.602], [8.241, 11.608, 11.113], [10.204, 11.753, 9.973], [11.074, 15.105, 12.766], [9.998, 16.004, 12.545], [10.936, 14.159, 12.177], [12.001, 15.563, 12.510], [10.981, 14.962, 13.806], [10.292, 16.910, 12.371], [13.504, 11.134, 13.737], [12.892, 12.504, 13.958], [11.543, 12.228, 14.321], [11.359, 10.907, 14.515], [10.319, 10.401, 14.850], [12.504, 10.215, 14.227], [14.381, 10.958, 14.336], [13.753, 10.847, 12.723], [12.800, 13.081, 13.057], [13.326, 13.115, 14.709], [13.183, 15.557, 16.213], [13.927, 15.307, 17.498], [13.067, 16.046, 18.483], [12.267, 16.897, 17.805], [11.677, 17.869, 18.184], [12.261, 16.597, 16.477], [12.567, 14.686, 15.963], [13.787, 15.824, 15.361], [14.880, 15.803, 17.401], [13.947, 14.315, 17.872], [14.968, 6.291, 13.631], [14.318, 7.298, 12.640], [15.219, 8.362, 12.529], [16.333, 8.067, 13.295], [17.282, 8.798, 13.509], [16.289, 6.796, 13.792], [15.004, 5.315, 13.194], [14.424, 6.301, 14.606], [13.346, 7.672, 12.931], [14.198, 6.912, 11.634], [10.659, 18.327, 8.697], [10.398, 18.914, 7.238], [11.718, 19.477, 6.910], [12.636, 19.148, 7.861], [13.742, 19.546, 7.925], [12.099, 18.334, 8.776], [10.357, 17.355, 8.979], [10.275, 19.053, 9.421], [9.680, 19.723, 7.162], [10.128, 18.160, 6.544], [8.730, 18.809, 15.105], [9.478, 19.187, 16.389], [8.818, 18.437, 17.425], [8.041, 17.505, 16.916], [7.457, 16.594, 17.468], [8.028, 17.662, 15.500], [9.330, 18.669, 14.252], [7.996, 19.531, 14.856], [9.475, 20.213, 16.693], [10.511, 18.781, 16.459], [17.112, 12.703, 12.837], [16.859, 11.613, 11.795], [16.640, 12.383, 10.590], [16.938, 13.674, 10.746], [16.861, 14.555, 9.921], [17.383, 13.865, 11.955], [17.935, 12.432, 13.494], [16.263, 12.946, 13.423], [16.067, 10.899, 12.015], [17.805, 11.077, 11.646], [13.249, 12.737, 9.577], [12.655, 12.033, 8.318], [12.103, 10.797, 8.822], [12.651, 10.548, 10.073], [12.552, 9.490, 10.670], [13.477, 11.637, 10.445], [12.440, 13.378, 10.029], [14.165, 13.311, 9.484], [13.316, 11.709, 7.520], [11.907, 12.682, 7.837], [7.769, 15.338, 10.197], [6.210, 15.399, 10.069], [6.159, 15.955, 8.710], [7.241, 16.637, 8.414], [7.457, 17.230, 7.395], [8.124, 16.515, 9.453], [8.301, 14.472, 9.737], [8.194, 15.516, 11.197], [5.652, 15.973, 10.790], [5.834, 14.343, 10.068], [14.659, 16.278, 10.203], [15.771, 17.160, 10.760], [15.637, 16.858, 12.177], [14.968, 15.784, 12.446], [14.775, 15.177, 13.468], [14.430, 15.310, 11.257], [15.010, 15.767, 9.316], [13.709, 16.875, 9.980], [15.674, 18.252, 10.593], [16.773, 16.769, 10.492], [14.013, 18.745, 14.622], [14.193, 19.996, 13.760], [13.041, 19.901, 12.901], [12.374, 18.713, 13.073], [11.364, 18.293, 12.495], [12.927, 18.035, 14.040], [13.756, 18.985, 15.652], [14.901, 18.153, 14.635], [15.110, 20.076, 13.202], [14.139, 20.893, 14.378], [8.809, 13.952, 15.732], [8.391, 12.760, 16.577], [9.499, 12.664, 17.497], [10.559, 13.433, 17.087], [11.656, 13.447, 17.592], [10.155, 14.202, 16.058], [8.077, 14.756, 16.027], [8.737, 13.797, 14.664], [8.289, 11.773, 16.055], [7.543, 12.979, 17.192], [13.694, 10.417, 17.929], [14.057, 11.457, 18.961], [14.892, 12.365, 18.271], [14.879, 12.127, 16.943], [15.372, 12.846, 16.104], [14.235, 11.033, 16.678], [12.660, 10.418, 17.655], [14.062, 9.410, 17.968], [14.572, 11.120, 19.860], [13.052, 11.894, 19.193]],
  "mulliken_charge": [-0.582, -0.355, 0.199, 0.231, 0.280, 0.250, -0.551, -0.184, 0.314, -0.018, 0.312, 0.180, 0.715, 0.212, -0.564, -0.179, -0.393, 0.364, -0.192, 2.085, 0.891, 0.410, -0.642, -0.453, 0.314, -0.480, -0.557, -1.229, 2.468, -0.333, -0.436, 0.371, -0.631, 0.305, -2.007, -0.582, 0.382, 0.166, -0.314, -0.177, -0.128, 0.603, -0.552, -0.367, 0.295, 0.238, 0.120, 0.322, -0.198, -0.223, -0.410, 0.494, -0.524, -0.125, 0.278, 0.117, 0.279, 0.270, 0.160, 0.021, -0.361, 0.591, -0.593, -0.074, -0.199, 0.334, 0.379, -0.135, 0.154, 0.390, -0.357, 0.792, -0.640, -0.375, 0.364, -0.165, -0.387, 0.349, 0.591, -0.609, -0.452, 0.201, -0.518, 0.289, -0.304, 0.153, 0.338, 0.348, 0.468, -0.163, -0.388, 0.595, -0.565, -0.117, 0.050, -0.495, 0.260, 0.289, -0.429, -0.515, -0.386, -0.486, -0.195, 0.836, 0.463, 0.066, 0.370, 0.264, -0.455, -0.526, -0.398, -0.026, -0.794, 0.818, 0.340, 0.274, 0.282, 0.292, 1.005, -0.505, -0.511, -0.045, -0.463, 0.461, -0.684, -0.102, 0.210, 0.406, -0.523, -0.077, -0.462, 0.616, -0.430, -0.014, 0.224, 0.297, 0.398, 0.104]
}

Which formula does entry 3 have? C48H33F9N5PS2Sc